# 1
82
Properties=species:S:1:pos:R:3:forces:R:3 method="wB97M-V/def2-TZVPD" homo_lumo_gap_ev="5.94 / 4.73" e_tot_ev=-107058.48187 e_above_lowest_ev=0.135 spin_multiplicity=5 total_charge=+3
Pt 0.4471 0.5765 0.8780 0.990 1.874 2.855
S 2.6738 1.3039 0.9621 1.523 0.333 -0.724
S 0.2253 2.2652 2.8354 0.642 0.400 0.935
S -1.7888 2.3508 0.5974 0.284 1.954 -0.608
S 1.5622 -0.6797 2.8834 0.098 -0.116 0.937
P 0.7307 -1.3589 -0.1528 0.116 -1.777 -1.834
P -1.7446 -0.0647 -0.1393 -1.715 -2.513 -1.410
O 0.9624 3.5673 0.4483 -0.990 0.080 -1.290
N -0.9523 -1.5440 -0.4468 1.080 -0.951 0.807
N 0.1551 3.9158 -0.5062 0.798 0.017 -0.203
C -4.1302 -0.4144 1.5089 0.418 -0.776 -0.482
C -5.6534 -2.2803 1.0686 0.467 0.047 0.275
C 2.8417 -4.6534 1.0726 0.641 -0.392 -0.658
C 1.8374 3.1622 3.0106 -0.806 0.510 -0.377
C 1.6588 -2.9063 -3.6935 0.031 -1.271 -0.829
C 1.9237 -5.2924 1.9108 0.239 0.514 0.198
C 1.5401 -1.5241 -1.7443 0.129 -0.539 0.378
C -2.1288 0.5010 -1.8266 -0.193 0.693 0.092
C -5.2967 -1.1453 1.7883 -0.111 0.837 0.452
C 0.4998 -3.3274 1.7174 0.739 -0.652 0.675
C 1.3623 -2.7797 0.7670 -0.926 0.067 -0.226
C -1.1134 0.9273 -2.6906 -0.113 0.143 0.328
C 2.9905 2.6193 2.1663 1.419 0.823 -0.217
C 2.3271 -1.8721 -4.4014 -0.908 -0.241 0.836
C -3.3018 -0.8614 0.4676 -0.459 0.824 -0.254
C 0.6233 4.7113 -1.5431 -0.383 -0.277 0.372
C 2.2488 -0.5129 -2.3788 -0.647 -0.010 -0.283
C -3.6927 -1.9578 -0.3342 -0.325 0.409 1.231
C 1.2989 -2.7718 -2.3619 0.540 1.093 -0.316
C -2.1121 4.2510 -1.2684 0.043 0.871 -0.776
C -2.7069 1.3872 -4.4543 0.127 -0.190 0.890
C -1.4018 1.3976 -3.9611 0.765 -0.067 0.059
C -3.7204 0.9785 -3.5907 -0.074 -0.320 -0.078
C -3.4467 0.5960 -2.2681 -0.240 0.310 -0.456
C 1.5896 0.3815 4.3816 -0.011 0.236 -0.323
C 0.3901 1.3134 4.3782 -1.012 0.059 0.007
C -1.1651 3.5529 -0.4899 -1.380 -0.448 1.243
C 3.8486 -0.0308 1.4447 -0.476 0.095 -1.061
C -1.6846 5.1975 -2.1830 0.727 -1.054 0.697
C 2.5601 -0.6735 -3.7344 0.884 0.824 -0.199
C -0.2644 5.3366 -2.3745 -0.816 0.499 0.169
C -4.8096 -2.6914 0.0261 -0.522 -0.604 -0.456
C 0.8352 -4.5396 2.3460 -0.808 0.607 -0.378
C 3.3659 -0.8650 2.6115 0.374 -0.157 0.971
C 2.5721 -3.4129 0.4848 0.303 -0.581 0.346
H 1.4955 -0.3673 5.1684 0.198 0.294 0.321
H 3.0123 0.2004 -4.2475 -0.127 -0.898 0.238
H 3.3937 3.4037 1.4778 -0.457 -0.347 0.792
H 3.3274 -3.0118 -0.1869 -0.339 0.087 -0.082
H 2.0846 -6.3232 2.2426 0.038 0.543 0.077
H -3.8365 0.4395 2.1165 -0.232 -0.114 -0.082
H 3.8632 2.3211 2.7869 -0.646 0.001 -0.270
H -3.1095 -2.2202 -1.1908 0.020 -0.306 -0.421
H -2.9111 1.7124 -5.4577 -0.140 0.005 -0.223
H 2.5029 0.4098 -1.8417 -0.245 -0.239 -0.360
H -4.7408 0.8825 -3.9564 0.140 0.320 0.137
H 0.3971 2.1049 5.1650 0.115 -0.923 -0.285
H -5.9379 -0.7611 2.5925 0.233 -0.385 -0.345
H 4.7685 0.5199 1.6412 0.153 -0.336 -0.048
H 2.6162 -2.0073 -5.4434 -0.158 0.059 0.305
H -0.5402 1.7407 -4.5399 -0.504 -0.083 -0.143
H 0.0658 6.0500 -3.1242 0.281 -0.298 0.081
H 2.5476 0.9242 4.4453 -0.425 -0.330 0.034
H -0.5542 0.7380 4.4530 0.455 0.312 0.193
H -2.4228 5.7598 -2.7456 0.316 -0.005 -0.087
H -4.2841 0.4177 -1.6044 0.075 -0.283 -0.045
H 0.1781 -4.8368 3.1515 0.022 -0.529 -0.112
H -3.1834 4.0656 -1.1585 0.447 -0.171 0.143
H -1.4664 -2.3710 -0.1228 0.534 0.147 -0.396
H 3.5444 -1.9404 2.4666 -0.056 0.385 -0.057
H -0.0896 0.9382 -2.3387 0.168 -0.093 -0.087
H 3.9634 -0.6418 0.5115 -0.015 0.573 0.774
H 1.5444 4.1842 2.6855 0.577 -0.673 0.355
H 0.9156 -3.5807 -1.7441 -0.289 -0.004 -0.548
H 1.3988 -3.8820 -4.1944 0.572 1.212 0.436
H -5.0236 -3.5961 -0.5626 -0.120 0.511 0.354
H 3.7939 -5.1507 0.7940 -0.822 0.274 0.258
H 3.8837 -0.5764 3.5650 -0.627 -0.240 -0.804
H 2.0738 3.1666 4.0921 -0.126 0.061 -0.660
H -6.5478 -2.8373 1.3822 0.505 0.211 -0.445
H 1.7019 4.7664 -1.5344 -0.039 0.345 -0.183
H -0.3810 -2.7742 2.0448 0.061 -0.265 -0.132

# 2
44
Properties=species:S:1:pos:R:3:forces:R:3 method="wB97M-V/def2-TZVPD" homo_lumo_gap_ev="5.95 / 6.78" e_tot_ev=-48110.00558 spin_multiplicity=3 total_charge=+2
W 0.0000 0.0000 0.0000 -1.882 0.525 3.980
I 2.0439 -0.6454 1.4394 0.402 0.271 -1.147
F 0.1415 -2.4282 2.4859 -0.625 1.093 1.212
F -1.8053 -2.8319 0.8277 -1.075 0.793 0.734
F -1.0736 -2.2472 4.3138 0.938 1.431 -1.930
F -3.7154 -1.6980 1.1011 1.837 -0.817 0.863
F 0.1528 -0.4900 3.7059 -0.891 -1.671 -0.818
F -2.9991 -3.0806 2.7194 0.732 1.611 -2.074
O -1.5505 -0.0576 1.3430 3.632 -0.893 -1.239
N -1.6097 0.6371 -1.1299 -0.422 1.145 -1.565
N 0.1801 2.1277 0.1469 -0.354 -0.566 -0.675
C -0.7991 4.2136 -0.5252 -0.007 -0.653 0.008
C -2.4885 -0.1684 -1.7568 -0.260 -0.116 -0.238
C 1.1246 2.8060 0.8187 0.477 0.152 0.347
C -0.6115 -1.5347 3.2185 -0.007 -1.075 1.579
C -1.7723 1.9897 -1.2309 -0.775 0.165 -0.543
C -2.7320 -0.2416 3.3660 -0.556 0.330 0.495
C -3.5543 0.3138 -2.5025 0.146 -0.025 0.159
C 3.1244 -4.6026 -1.6133 0.028 -0.032 0.088
C -2.5913 -2.1724 1.7564 -1.070 -1.263 0.300
C -1.8014 -0.9952 2.3878 -1.681 0.496 0.702
C 0.1802 4.9118 0.1715 0.190 -0.265 0.138
C -2.8287 2.5308 -1.9695 0.525 -0.054 0.421
C 3.9801 -3.8450 -0.5935 0.076 -0.085 -0.119
C -3.7303 1.6927 -2.6128 0.188 -0.368 0.140
C -0.7801 2.8148 -0.5241 -0.071 0.797 -0.019
C 1.1603 4.1951 0.8562 -0.211 -0.224 -0.118
H -3.0938 -0.8962 4.1875 0.336 0.364 -0.596
H -2.2003 0.6252 3.8151 -0.200 -0.660 -0.340
H 4.6921 -3.1776 -1.0911 -0.097 -0.085 0.086
H 3.3583 -3.2332 0.0693 0.038 -0.098 0.015
H -4.5525 2.1072 -3.1874 0.097 -0.063 0.058
H -2.3109 -1.2316 -1.6421 -0.110 -0.035 -0.035
H -1.5700 4.7526 -1.0639 0.133 -0.100 0.094
H 1.9440 4.6980 1.4131 -0.098 -0.123 -0.070
H -4.2292 -0.3851 -2.9846 0.105 0.076 0.080
H 3.7476 -5.0787 -2.3782 -0.137 0.088 0.164
H 1.8569 2.1852 1.3297 -0.132 0.394 -0.087
H 2.4274 -3.9294 -2.1242 0.085 -0.073 -0.024
H -3.6244 0.1538 2.8344 0.694 -0.365 0.180
H -2.9433 3.6062 -2.0393 -0.010 -0.178 -0.005
H 2.5336 -5.3881 -1.1297 0.087 0.131 -0.090
H 4.5544 -4.5359 0.0335 -0.094 0.161 -0.118
H 0.1766 5.9974 0.1787 0.017 -0.138 0.005

# 3
143
Properties=species:S:1:pos:R:3:forces:R:3 method="wB97M-V/def2-TZVPD" homo_lumo_gap_ev="7.40 / 8.44" e_tot_ev=-98248.79108 spin_multiplicity=4
V -0.4805 -0.2332 -0.4743 1.338 -0.013 0.718
O 3.2971 2.5729 -2.2865 -0.333 1.345 -0.950
O -0.0500 -0.8734 -2.5523 -0.106 -0.512 0.679
O 1.2661 -2.4673 2.4222 -2.201 1.066 -0.417
O 4.4701 1.3268 -4.2955 0.066 0.613 -1.345
O 4.0377 3.2429 1.6780 -0.774 1.696 -1.354
O 3.1867 0.6678 -0.1398 2.060 0.308 0.400
O 0.8980 1.2571 -4.0506 0.547 -0.827 1.049
O 1.3994 -0.4617 0.5366 -0.931 -6.670 3.409
O -0.9687 -1.3109 3.6464 -0.476 0.353 -0.151
O 2.1623 -2.9651 -0.3352 1.522 -0.550 -0.538
O -1.3062 -2.1944 -0.1215 1.484 0.862 -1.110
O 1.1184 1.2327 -0.4456 -4.044 5.622 -3.562
O -1.3742 0.2157 1.4575 -0.812 -0.178 -0.755
O -4.9928 0.5620 -0.9443 1.329 -0.890 -0.857
O 0.3250 3.9484 -1.0644 -0.645 0.993 0.093
O 0.1418 -4.7264 0.1349 -1.482 -0.022 -0.449
O -2.2276 0.6921 -1.4176 0.620 -1.192 0.910
C 3.6427 2.4062 2.7174 1.204 0.478 1.326
C 3.7212 -3.7767 -1.9836 0.682 -1.227 1.205
C 0.4302 6.0749 0.2607 -0.200 -0.889 -0.338
C 1.7890 -4.6096 3.2537 0.280 0.282 -0.214
C -5.0235 1.8161 -0.2941 -2.074 -0.671 1.571
C 4.0843 0.0699 -3.8834 0.045 -1.712 0.627
C -3.4269 -2.1256 0.6776 -1.951 -0.040 0.370
C 0.0031 -2.1472 -3.1858 -0.806 -0.542 -0.570
C 0.3519 4.5096 0.2429 1.073 1.286 0.328
C -0.9117 -2.1620 -4.4233 0.185 1.027 0.743
C -5.4697 -0.2297 5.9496 0.671 0.902 -0.060
C -5.5664 1.1453 6.1761 0.127 -1.507 -0.592
C 0.5283 2.2603 -4.9333 0.206 0.374 -0.957
C 1.1048 -6.7370 -0.6293 -0.071 -0.160 -1.227
C -5.9703 1.5545 0.9406 0.124 0.354 -0.942
C -0.1807 1.9244 2.7431 -1.634 -0.483 0.202
C -4.2749 1.5004 4.1370 0.674 0.521 0.758
C -0.4544 -2.6058 5.6425 -0.218 1.414 -0.318
C 4.3318 4.5978 -3.1702 0.433 -0.304 -1.193
C 2.2130 -3.1242 3.1457 0.713 -1.930 0.489
C 3.5926 -3.1855 -0.5828 -1.002 1.276 -0.624
C 0.1670 -5.5752 -1.0150 0.707 -0.595 1.091
C 0.0057 1.5502 -6.1526 -0.529 0.407 -0.575
C -2.6082 -2.4391 -0.5472 -1.189 -0.441 1.543
C -2.7960 1.3216 -3.6477 -0.999 -0.322 -1.158
C -2.1079 1.6581 -2.4078 1.210 1.667 0.254
C 3.6562 -0.8958 -4.9777 0.493 0.568 -0.934
C -0.8277 -1.1437 5.0399 0.085 -2.347 0.427
C -4.7399 -0.6718 4.8365 -1.536 -2.592 2.257
C 3.5935 3.9567 -2.0542 0.383 0.249 1.449
C -1.4306 1.5682 1.7783 3.049 1.606 0.394
C -4.9328 1.9625 5.2403 -1.135 1.117 1.028
C 1.9853 0.4890 0.0134 1.798 0.562 -0.863
C -4.1389 0.1333 3.9734 1.196 1.761 -2.213
C 3.3223 3.2427 4.0153 -0.248 -1.349 -1.015
H -5.4239 2.5628 -0.9799 0.232 0.329 0.206
H 1.5554 1.6030 -3.4425 0.512 0.177 0.454
H 0.7471 1.4287 2.4572 -0.187 0.319 -0.878
H 4.5513 5.6419 -2.9471 0.087 -0.084 0.199
H -0.8621 -3.0921 -4.9896 0.141 0.222 -0.077
H -0.2915 -2.8925 -2.4470 0.271 0.088 0.056
H 2.5716 -5.1966 3.7346 -0.036 -0.071 0.024
H -0.0668 -0.3834 5.2159 0.050 -0.055 0.492
H 0.4860 -3.0311 5.2919 0.337 0.690 -0.122
H -2.7124 -3.5044 -0.7527 -0.057 0.036 -0.643
H 2.8309 1.7562 2.3908 -0.128 -0.006 0.387
H 0.8141 3.1240 -1.0114 0.132 -0.720 0.098
H -0.0651 2.9986 2.8874 0.131 -0.028 -0.297
H -2.5111 2.5863 -2.0029 -0.042 0.305 -0.041
H 1.5417 -5.0384 2.2826 0.420 0.146 -0.221
H 4.3745 -0.9474 -5.7959 0.374 0.216 0.029
H 1.1784 -7.4327 -1.4651 0.179 -0.093 -0.188
H 1.6611 -1.7538 1.9158 -0.115 0.753 -0.414
H 3.5290 -4.8278 -1.7684 -0.255 -0.332 -1.055
H 2.7496 -0.5376 -5.4655 -0.326 -0.192 0.226
H -6.1180 1.4790 7.0426 0.155 0.433 -0.033
H 4.5775 1.8483 2.7720 -0.383 -1.057 1.377
H 0.9950 -2.3464 -3.5913 0.295 -0.054 0.527
H -0.5442 6.4243 -0.0806 0.276 0.449 -0.453
H 0.5834 6.5317 1.2385 -0.171 -0.614 0.423
H -4.9796 3.0303 5.3953 0.027 0.190 0.017
H 3.5778 -1.9342 -4.6559 -0.345 0.162 0.400
H -3.5325 -0.2398 3.1613 -0.021 -0.256 -0.091
H 0.8766 -7.3589 0.2363 -0.523 0.507 0.148
H -5.8030 0.3273 -1.4027 -0.149 0.336 0.132
H -0.5757 0.6589 -5.9167 -0.268 0.239 0.152
H -2.3775 0.4925 -4.2183 0.266 0.056 0.118
H 2.0928 -6.3025 -0.4772 0.081 -0.067 0.064
H 3.1487 -2.9821 2.6050 0.485 -0.481 0.356
H 2.3080 -2.7197 4.1533 0.240 0.183 0.200
H 4.7490 -3.7013 -2.3386 0.079 -0.030 0.048
H 0.8540 -4.7487 3.7963 0.070 0.339 0.379
H 0.5710 -5.0655 -1.8897 0.335 0.211 0.012
H -3.8187 1.0412 -3.3955 -0.285 0.145 -0.292
H -6.3212 2.4329 1.4823 0.581 0.050 0.259
H 4.4537 1.8091 -3.4656 -0.161 0.732 0.110
H 3.0798 -3.3580 -2.7591 -0.225 0.070 0.504
H -5.5294 0.7736 1.5603 0.163 0.426 0.279
H 4.2920 4.0362 -1.2212 0.105 -0.333 0.404
H -6.8970 1.1025 0.5870 -0.075 -0.014 -0.402
H 2.7854 4.6096 -1.7243 -0.828 -0.590 -0.310
H 2.9905 2.1302 -1.4918 0.073 -0.446 0.897
H -0.5352 4.2684 0.8285 -0.067 -0.448 0.006
H 3.2550 0.1325 -3.1789 -0.132 0.015 0.331
H -2.4107 1.9054 2.1156 0.099 -0.145 0.316
H -0.4005 -2.5995 6.7312 -0.226 -0.004 0.009
H -0.8382 -5.8522 -1.3327 -0.160 -0.255 0.544
H 4.9423 -0.3245 -3.3391 -0.031 -0.693 0.261
H 3.9602 -3.7534 0.2719 0.268 -0.651 -0.464
H -2.9969 -2.5014 1.6061 0.455 0.076 -0.140
H -2.9068 -1.7838 -1.3655 0.356 -0.308 -0.252
H -1.0556 1.8627 -2.6052 0.134 -0.199 0.321
H 1.3691 2.8595 -5.2827 0.447 -0.036 0.300
H -3.7322 2.2767 3.6181 -0.025 -0.352 -0.651
H -0.1208 2.9860 -4.4432 -0.626 -0.125 -0.132
H 0.9286 -4.1805 0.0669 0.751 0.719 0.097
H -3.1663 0.5413 -1.2844 -0.624 -0.418 0.252
H 2.0931 -2.1223 0.1193 -0.453 0.895 0.101
H -4.0049 2.0217 0.0349 -0.074 0.214 -0.167
H 1.2610 4.1457 0.7215 -0.147 -0.227 0.446
H -1.4746 -0.2699 2.2795 0.413 -1.007 0.576
H 5.2590 4.0393 -3.2986 0.251 0.250 -0.196
H 0.2408 -0.2028 -3.1747 0.321 0.781 -0.466
H -2.7870 2.2269 -4.2546 -0.233 -0.145 -0.307
H 0.8171 1.2071 -6.7944 0.147 0.094 0.118
H 1.2872 6.4530 -0.2966 -0.324 -0.081 -0.566
H -3.6378 -1.0606 0.7744 0.256 0.020 0.076
H -0.5382 -1.2816 -4.9463 0.030 -0.356 -0.915
H 2.4243 3.8363 3.8440 0.102 0.209 -0.073
H -0.9907 -2.9844 0.3235 0.797 -0.434 0.154
H -5.7970 -0.9482 6.6866 -0.356 -0.039 -0.108
H -0.3030 1.5049 3.7416 -0.606 0.015 0.221
H -1.1517 -3.3597 5.2771 -0.553 0.330 0.246
H 4.1354 3.8677 4.3845 0.066 -0.032 -0.408
H -1.8092 -0.8191 5.3855 0.206 0.033 0.391
H 3.0727 2.5372 4.8078 0.014 -0.072 0.130
H 3.8322 4.5890 -4.1389 -0.284 -0.127 0.029
H -4.6624 -1.7448 4.7419 0.185 -0.177 -0.213
H -1.1904 2.0778 0.8452 -0.272 0.272 -0.066
H -4.4027 -2.6106 0.6508 -0.287 -0.003 -0.253
H -1.9451 -1.8855 -4.2141 -0.142 -0.413 0.341
H 3.8221 2.7502 0.8828 0.141 -0.086 -0.496
H 4.1905 -2.2741 -0.5950 -0.592 0.594 0.384
H -0.5896 2.2621 -6.7245 -0.200 -0.221 -0.240
H -0.1033 -1.6262 3.3759 0.549 -0.488 -1.040